--- i ---
Density functional theory data (ωB97M-V with the def2-TZVPD basis set) for C20H40Br20 as an isolated structure.

Output
HOMO-LUMO gap: 9.50 eV
E_HOMO: -9.539 eV
Total charge: 0

Last column: Löwdin charge in e.
Element x y z (Å)
Br  2.811  0.025  -5.578  0.580
C  0.851  0.362  -5.860  -0.597
C  0.418  1.602  -5.102  -0.646
Br  1.000  1.697  -3.223  0.571
H  0.340  -0.538  -5.538  -0.003
H  0.702  0.549  -6.920  0.061
H  -0.664  1.685  -5.042  0.054
H  0.846  2.478  -5.581  0.054
Br  4.583  -0.002  -1.725  0.609
C  5.113  0.954  -0.111  -0.681
C  6.045  0.193  0.799  -0.693
Br  7.676  -0.330  -0.121  0.609
H  4.189  1.128  0.434  0.051
H  5.493  1.942  -0.367  0.063
H  5.473  -0.677  1.136  0.026
H  6.322  0.712  1.712  0.064
Br  0.494  -0.233  1.909  0.837
C  -0.236  -0.254  0.074  -0.594
C  -1.673  0.236  0.111  -0.632
Br  -2.334  0.362  -1.750  0.633
H  -0.226  -1.279  -0.294  0.026
H  0.365  0.315  -0.629  0.007
H  -1.696  1.286  0.370  -0.004
H  -2.337  -0.432  0.647  -0.004
Br  -6.902  2.299  1.003  0.600
C  -5.174  1.773  0.215  -0.766
C  -4.921  0.289  0.443  -0.656
Br  -4.411  0.101  2.350  0.652
H  -4.517  2.419  0.784  0.020
H  -5.190  2.085  -0.824  -0.104
H  -4.018  -0.048  -0.055  -0.102
H  -5.764  -0.367  0.280  0.043
Br  -1.321  -2.979  4.013  0.649
C  -0.844  -1.088  3.943  -0.869
C  -1.795  -0.303  4.807  -0.583
Br  -1.767  1.580  4.169  0.812
H  -1.009  -0.786  2.910  -0.144
H  0.204  -0.895  4.148  -0.027
H  -1.446  -0.284  5.839  0.065
H  -2.812  -0.678  4.838  0.028
Br  0.251  3.103  0.956  0.728
C  -0.233  3.436  2.820  -0.762
C  0.970  3.176  3.658  -0.715
Br  0.541  3.667  5.505  0.620
H  -0.996  2.699  3.076  -0.227
H  -0.694  4.409  2.959  0.068
H  1.863  3.693  3.314  0.058
H  1.205  2.119  3.734  0.017
Br  4.301  -3.488  -0.125  0.658
C  3.190  -3.037  1.401  -0.725
C  3.957  -3.124  2.710  -0.628
Br  2.633  -2.549  4.051  0.653
H  2.287  -3.632  1.318  0.048
H  2.927  -1.989  1.288  0.002
H  4.804  -2.449  2.711  0.046
H  4.257  -4.142  2.936  0.061
Br  1.934  -5.215  -2.607  0.601
C  2.558  -3.555  -3.358  -0.733
C  1.847  -2.320  -2.784  -0.706
Br  0.002  -2.357  -3.358  0.660
H  2.334  -3.638  -4.418  0.041
H  3.636  -3.513  -3.221  0.042
H  2.407  -1.488  -3.205  -0.032
H  1.852  -2.312  -1.700  0.021
Br  -1.146  -5.049  1.160  0.606
C  -2.062  -3.520  0.327  -0.669
C  -3.362  -4.042  -0.272  -0.686
Br  -4.240  -2.700  -1.367  0.673
H  -1.461  -3.097  -0.471  0.023
H  -2.233  -2.866  1.178  0.009
H  -4.095  -4.450  0.419  0.059
H  -3.103  -4.891  -0.905  0.047
Br  -1.853  6.195  -0.266  0.587
C  -1.573  4.761  -1.603  -0.691
C  -2.681  4.660  -2.603  -0.638
Br  -4.307  3.803  -1.884  0.742
H  -1.468  3.843  -1.040  -0.033
H  -0.648  5.087  -2.068  0.055
H  -2.460  4.217  -3.572  0.059
H  -3.010  5.656  -2.907  0.046

--- ii ---
Density functional theory data (ωB97M-V with the def2-TZVPD basis set) for a 10-piece molecular cluster, C20H40Br20 overall.

Output
HOMO-LUMO gap: 10.15 eV
E_HOMO: -10.038 eV
Total charge: 0
SMILES string: BrCCBr.BrCCBr.BrCCBr.BrCCBr.BrCCBr.BrCCBr.BrCCBr.BrCCBr.BrCCBr.BrCCBr

Last column: Löwdin charge in e.
Element x y z (Å)
Br  0.259  -6.974  -2.080  0.640
C  -1.109  -5.673  -1.610  -0.680
C  -0.730  -4.228  -1.781  -0.712
Br  -0.810  -3.620  -3.604  0.629
H  -1.491  -5.948  -0.641  0.049
H  -1.976  -5.961  -2.322  0.080
H  0.291  -3.944  -1.525  0.009
H  -1.362  -3.545  -1.339  -0.019
Br  4.707  2.236  4.703  0.608
C  2.764  2.079  4.434  -0.757
C  2.061  2.001  5.727  -0.673
Br  0.178  1.636  5.340  0.706
H  2.700  1.212  3.804  -0.051
H  2.339  2.972  3.919  0.011
H  2.006  2.858  6.309  0.032
H  2.403  1.102  6.267  0.021
Br  -4.820  -3.393  -1.031  0.605
C  -4.801  -1.504  -1.532  -0.697
C  -4.498  -0.543  -0.370  -0.684
Br  -6.139  -0.455  0.763  0.554
H  -5.750  -1.442  -2.098  0.059
H  -3.945  -1.302  -2.109  0.009
H  -4.211  0.536  -0.635  0.030
H  -3.726  -0.932  0.279  -0.007
Br  1.052  -4.187  1.801  0.633
C  2.008  -2.700  2.736  -0.674
C  1.706  -2.942  4.150  -0.714
Br  2.677  -1.620  5.241  0.677
H  1.518  -1.857  2.320  -0.066
H  3.088  -2.734  2.482  0.064
H  1.953  -3.943  4.535  0.063
H  0.625  -2.743  4.296  0.031
Br  -1.608  3.252  -0.634  0.679
C  -2.428  4.379  -1.981  -0.684
C  -3.844  3.950  -2.215  -0.608
Br  -3.924  2.117  -3.044  0.581
H  -1.884  4.392  -2.895  -0.050
H  -2.534  5.418  -1.539  0.095
H  -4.438  4.516  -2.901  0.048
H  -4.507  3.907  -1.372  0.053
Br  -0.667  3.822  -5.238  0.680
C  0.235  2.151  -5.370  -0.694
C  0.342  1.501  -3.969  -0.596
Br  1.618  -0.071  -4.065  0.603
H  1.270  2.497  -5.652  0.063
H  -0.181  1.585  -6.165  0.046
H  -0.563  0.991  -3.704  0.005
H  0.732  2.196  -3.223  0.037
Br  5.253  -3.465  -0.024  0.601
C  4.751  -5.003  -1.148  -0.674
C  3.374  -4.812  -1.652  -0.724
Br  3.241  -3.305  -2.906  0.604
H  4.813  -5.908  -0.470  0.087
H  5.359  -5.222  -2.038  0.071
H  2.778  -4.523  -0.807  -0.015
H  2.860  -5.712  -2.019  0.023
Br  1.780  0.726  1.260  0.771
C  1.873  -0.003  -0.502  -0.666
C  0.841  -1.075  -0.715  -0.637
Br  -1.040  -0.457  -0.970  0.633
H  2.892  -0.414  -0.617  0.077
H  1.659  0.836  -1.154  0.018
H  0.745  -1.774  0.123  -0.001
H  0.914  -1.622  -1.648  -0.036
Br  -3.111  3.011  3.289  0.678
C  -2.845  1.157  3.387  -0.775
C  -1.606  0.796  2.551  -0.773
Br  -1.304  -1.105  2.685  0.691
H  -3.726  0.657  3.034  0.027
H  -2.727  0.834  4.459  0.060
H  -0.697  1.398  2.792  -0.017
H  -1.887  1.054  1.588  -0.040
Br  1.055  5.557  -2.370  0.646
C  0.667  5.875  -0.497  -0.697
C  1.586  4.860  0.196  -0.713
Br  1.419  5.096  2.139  0.623
H  -0.395  5.747  -0.338  0.001
H  0.945  6.929  -0.293  0.068
H  2.665  5.022  0.187  0.041
H  1.281  3.798  0.013  0.012

Stability comparison, relative energies in hartree: i 0.0888; ii 0.0000

--- i ---
Density functional theory data (ωB97M-V with the def2-TZVPD basis set) for C5H4FNO in the gas phase.

Output
HOMO-LUMO gap: 9.84 eV
E_HOMO: -9.276 eV
Total charge: 0
SMILES string: C=CO/C=C(/F)C#N

Last column: Löwdin charge in e.
Element x y z (Å)
C  2.050  -0.368  -0.003  -0.267
C  0.774  -0.731  0.003  -0.049
C  -1.509  -0.253  -0.004  -0.210
C  -2.518  0.598  -0.004  0.037
C  2.519  0.990  0.006  -0.124
H  0.497  -1.741  0.006  0.125
H  -1.640  -1.353  -0.003  0.126
H  -2.330  1.675  -0.003  0.076
H  -3.552  0.212  0.007  0.071
N  2.916  2.084  -0.004  0.173
O  -0.211  0.199  0.004  -0.025
F  3.005  -1.313  -0.004  0.068

--- ii ---
Density functional theory data (ωB97M-V with the def2-TZVPD basis set) for C5H4FNO in the gas phase.

Output
HOMO-LUMO gap: 9.77 eV
E_HOMO: -9.116 eV
Total charge: 0
SMILES string: C=Cc1cnoc1F

Last column: Löwdin charge in e.
Element x y z (Å)
C  0.565  -0.585  -0.213  -0.298
C  -0.034  1.411  -0.804  -0.094
C  -0.475  0.272  -0.035  -0.178
C  -1.512  0.281  0.911  -0.181
C  -1.916  -0.580  1.797  0.004
H  -0.412  2.520  -0.753  0.160
H  -2.217  1.085  0.776  0.107
H  -2.726  -0.286  2.552  0.086
H  -1.404  -1.490  2.153  0.066
N  1.233  1.410  -1.233  0.130
O  1.484  -0.061  -1.064  0.007
F  0.721  -1.779  0.275  0.191

Stability comparison, relative energies in hartree: i 0.0000; ii 0.0374